The following is a quantum chemistry calculation of C10H12BiN3O4SSe as an isolated structure in a non-equilibrium geometry, from the OMol25 dataset.

## Properties
Electronic energy ... -105245.9441 eV
Net charge ... 0
Energy relative to the best compared isomer or geometry (same formula, charge and spin) ... 31.5 kJ/mol
Gap between HOMO and LUMO ... 7.87 eV

The geometry in XYZ format:
```
32
Properties=species:S:1:pos:R:3:forces:R:3:nbo_charge:R:1
Bi -1.438 -1.204 -1.422 0.61 0.54 0.31 1.64
N 2.533 -1.362 -0.177 -0.22 -0.06 0.65 -0.76
C 1.300 -1.591 -0.405 0.68 0.18 0.23 0.59
O 0.693 -1.251 -1.536 -0.75 -0.01 -0.40 -0.81
C 0.450 -2.303 0.625 -0.14 0.03 -0.27 -0.52
C -0.960 -1.720 0.713 0.12 0.00 -0.08 -0.76
H 3.014 -0.924 -0.959 -0.18 0.05 -0.05 0.36
H 2.278 -0.417 1.847 -0.06 1.03 0.65 0.54
H 0.965 -2.282 1.583 -0.02 -0.08 0.03 0.24
H 0.388 -3.344 0.292 0.03 -0.02 0.09 0.24
H -0.978 -0.807 1.307 -0.08 0.05 -0.01 0.23
H -1.671 -2.442 1.110 -0.08 0.09 -0.04 0.24
Se -1.975 -6.087 -2.286 -0.12 -1.03 -0.14 -0.04
C -1.772 -4.408 -2.052 0.14 1.21 0.17 0.19
N -1.631 -3.245 -1.889 -0.08 -0.85 -0.16 -0.83
N -2.474 2.150 -1.698 0.07 -0.07 0.04 -0.81
C -1.374 2.086 -0.845 0.05 0.04 -0.05 0.16
C -0.082 1.953 -1.365 -0.12 0.00 0.12 -0.29
C 1.003 1.831 -0.510 -0.01 0.10 0.07 -0.17
C 0.802 1.852 0.863 0.38 -0.03 0.01 -0.32
C -0.471 1.994 1.391 -0.10 -0.05 0.05 -0.18
C -1.558 2.084 0.542 -0.04 0.06 0.05 -0.28
S 2.195 1.726 1.960 0.11 0.55 -0.61 2.39
O 1.995 2.632 3.043 -0.11 -0.29 0.08 -0.92
O 3.384 1.796 1.166 -0.19 -0.12 0.08 -0.93
O 2.034 0.278 2.548 0.23 -1.29 -0.76 -0.91
H -2.273 2.490 -2.625 -0.05 0.02 -0.01 0.39
H -3.305 2.560 -1.305 0.00 0.04 -0.02 0.39
H 0.065 1.971 -2.439 0.04 -0.04 0.02 0.22
H 2.012 1.753 -0.891 -0.03 -0.06 -0.03 0.26
H -0.595 2.038 2.466 -0.06 -0.01 -0.02 0.25
H -2.557 2.194 0.949 0.01 0.01 0.00 0.22
```
Positions in Å, forces in eV/Å.

=====

The following is a quantum chemistry calculation of a 8-piece molecular cluster, C26H72Cl6N11O7P3 overall in a non-equilibrium geometry, from the OMol25 dataset.

## Properties
Electronic energy ... -161848.3539 eV
SMILES string ... CN(C)P(=O)(N(C)C)N(C)C.CN(C)P(=O)(N(C)C)N(C)C.CN(C)P(=O)(N(C)C)N(C)C.C[N+](=O)[O-].C[N+](=O)[O-].ClCCCl.ClCCCl.ClCCCl
Net charge ... 0
Energy relative to the best compared isomer or geometry (same formula, charge and spin) ... 543.5 kJ/mol
Gap between HOMO and LUMO ... 8.26 eV

The geometry in XYZ format:
```
125
Properties=species:S:1:pos:R:3:forces:R:3:mulliken_charge:R:1
C -3.855 2.218 4.313 0.10 -1.66 -0.79 -0.98
N -5.010 1.498 3.788 -3.07 -1.45 0.35 0.23
C -4.823 0.668 2.512 -0.19 2.38 0.77 -1.10
P -6.573 2.138 4.196 0.73 -1.08 -0.91 0.27
O -6.535 2.798 5.519 0.14 0.31 -0.60 -0.83
N -7.090 3.202 2.947 0.18 -0.94 0.81 0.26
C -7.385 2.887 1.565 1.30 0.15 0.34 -1.00
C -7.028 4.610 3.284 -0.84 0.09 1.89 -1.06
N -7.591 0.791 4.123 0.68 -1.19 -0.28 0.25
C -9.015 0.993 4.116 -0.65 0.22 -1.43 -1.02
C -7.194 -0.577 4.632 1.27 1.75 -0.04 -0.88
H -3.821 2.326 5.397 -0.88 0.73 -0.16 0.27
H -3.731 3.101 3.686 0.78 0.31 0.56 0.29
H -3.077 1.462 4.213 0.75 0.50 -0.60 0.39
H -3.873 0.137 2.569 -0.10 0.13 -0.15 0.34
H -4.878 1.425 1.730 1.07 -0.14 -0.55 0.37
H -5.627 0.020 2.162 -0.25 -0.29 1.15 0.35
H -7.064 3.785 1.036 -0.50 -0.08 -0.48 0.48
H -6.670 2.135 1.230 -0.64 -0.42 -0.30 0.24
H -8.432 2.647 1.384 0.06 -0.13 -0.19 0.22
H -7.370 5.350 2.561 0.37 -0.59 -0.65 0.46
H -7.769 4.702 4.078 0.23 0.65 0.43 0.32
H -6.056 4.858 3.711 -0.01 0.38 -0.19 0.26
H -9.572 0.064 3.996 0.27 -0.43 1.18 0.45
H -9.370 1.641 4.918 -0.28 -0.18 -0.04 0.30
H -9.335 1.327 3.129 0.10 1.26 -0.02 0.20
H -6.466 -1.023 3.955 -0.48 -0.35 -0.36 0.24
H -8.074 -1.190 4.827 0.24 0.15 -0.19 0.40
H -6.585 -0.454 5.528 -0.37 -0.09 0.46 0.29
C -5.537 1.650 12.290 1.17 1.07 -1.24 -1.24
N -4.253 1.246 11.671 0.85 0.88 0.83 0.36
C -4.460 0.328 10.565 0.83 -1.05 0.77 -1.13
P -2.682 1.609 12.266 -1.69 -1.84 0.81 0.31
O -1.655 1.455 11.244 0.81 -0.71 -0.92 -0.89
N -2.662 3.104 12.953 -2.09 1.97 -0.40 0.23
C -1.669 3.419 13.951 -0.05 0.12 0.62 -1.01
C -3.210 4.292 12.169 0.00 -1.59 0.07 -0.88
N -2.508 0.490 13.557 2.09 -0.15 -0.89 0.22
C -3.584 0.360 14.507 -0.18 -0.09 -0.76 -0.97
C -1.644 -0.750 13.357 -0.63 1.66 0.83 -0.89
H -5.460 2.115 13.273 0.25 -0.38 0.04 0.33
H -6.262 0.837 12.261 0.05 0.05 0.13 0.37
H -5.783 2.454 11.595 -1.33 0.10 0.24 0.42
H -3.515 0.020 10.118 0.05 0.71 -0.35 0.28
H -5.208 0.628 9.832 0.17 0.37 -0.03 0.39
H -4.767 -0.621 11.005 -0.64 -0.29 -0.04 0.35
H -1.993 2.960 14.885 0.89 -0.69 0.04 0.25
H -0.672 3.214 13.559 0.19 -0.49 0.61 0.33
H -1.636 4.461 14.269 -0.44 0.33 -0.69 0.43
H -2.794 5.222 12.557 0.22 -0.26 -0.24 0.39
H -3.020 4.116 11.110 0.43 0.45 -0.05 0.32
H -4.296 4.377 12.218 -0.11 -0.18 0.45 0.23
H -4.392 -0.106 13.944 -0.79 0.09 0.55 0.30
H -3.361 -0.274 15.365 0.40 0.00 -0.10 0.39
H -3.836 1.353 14.880 -0.38 -0.06 -0.01 0.22
H -2.004 -1.562 12.725 -0.49 0.30 -0.35 0.27
H -1.594 -1.155 14.367 0.49 -0.14 -0.05 0.35
H -0.672 -0.412 12.998 -0.06 -0.22 0.08 0.26
C -6.338 -9.253 7.281 1.13 0.61 -0.14 -0.75
N -5.160 -8.357 7.209 1.07 0.11 0.61 0.20
C -5.264 -7.299 6.213 1.35 0.55 0.04 -1.04
P -3.800 -8.451 8.296 -0.03 -2.49 -2.43 0.41
O -3.716 -7.393 9.295 0.03 0.29 0.70 -0.85
N -4.013 -10.048 8.957 0.70 0.76 -0.78 0.24
C -3.786 -11.271 8.116 0.24 1.95 -0.25 -0.96
C -4.147 -10.184 10.424 -0.07 0.06 -1.48 -1.06
N -2.273 -8.443 7.349 -2.38 -0.60 -3.28 0.13
C -1.075 -8.644 8.083 -0.30 0.74 2.43 -1.01
C -2.084 -8.842 5.889 -0.97 -0.49 0.91 -1.05
H -6.949 -8.998 6.415 0.13 -0.51 -0.18 0.47
H -6.981 -9.039 8.134 0.23 -0.31 0.34 0.23
H -5.929 -10.263 7.247 -0.96 -0.04 0.06 0.09
H -4.728 -6.410 6.548 -0.19 0.21 0.31 0.35
H -6.273 -6.994 5.937 -0.07 -0.28 0.36 0.44
H -4.715 -7.547 5.305 -0.27 -0.30 -0.38 0.28
H -3.146 -12.063 8.504 -0.44 0.06 0.84 0.38
H -4.742 -11.617 7.723 0.15 -0.56 0.22 0.31
H -3.188 -10.945 7.265 -0.19 0.13 -0.31 0.20
H -3.156 -10.294 10.862 -0.15 -0.02 0.42 0.28
H -4.659 -9.281 10.758 0.19 -0.20 0.42 0.31
H -4.766 -11.066 10.585 0.03 0.04 0.39 0.40
H -1.169 -7.825 8.797 1.13 0.11 0.43 0.34
H -1.111 -9.532 8.713 0.17 -0.57 -0.12 0.26
H -0.118 -8.626 7.561 -0.42 0.24 -0.40 0.37
H -1.337 -8.280 5.329 0.05 0.65 0.59 0.36
H -2.996 -8.809 5.294 -0.19 0.22 0.36 0.27
H -1.738 -9.871 5.788 0.05 -0.34 0.31 0.39
C -0.353 -2.473 7.046 0.34 0.46 0.64 -0.67
N 0.572 -2.820 5.981 0.99 -0.02 -0.15 0.89
O 1.716 -3.160 6.303 -1.24 0.26 -0.78 -0.53
O 0.121 -2.710 4.870 0.52 -0.35 -1.00 -0.53
H -1.131 -3.236 7.037 0.28 -0.08 0.60 0.27
H -0.826 -1.523 6.798 0.19 -0.06 0.00 0.26
H 0.363 -2.384 7.863 -1.08 -0.21 0.71 0.31
C 4.327 0.622 11.238 -0.61 1.15 0.72 -0.70
N 5.685 1.004 11.757 0.85 -2.80 -1.46 0.88
O 5.801 1.854 12.566 -0.45 1.73 1.45 -0.52
O 6.636 0.398 11.267 -0.54 0.08 -0.05 -0.53
H 4.165 1.440 10.535 -0.26 -0.60 -0.60 0.28
H 3.585 0.800 12.016 0.31 0.01 0.25 0.30
H 4.215 -0.408 10.899 0.68 0.41 -0.33 0.28
Cl 9.690 -3.540 7.368 1.23 -0.37 -1.31 -0.19
C 8.563 -3.892 8.670 0.73 0.87 -0.34 -0.46
C 7.481 -4.841 8.276 0.56 -0.12 -0.16 -0.23
Cl 8.192 -6.403 7.643 -0.64 0.72 0.49 -0.19
H 8.228 -2.855 8.671 -0.89 -0.36 1.52 0.20
H 9.178 -4.214 9.511 -0.42 0.20 0.12 0.35
H 6.916 -4.354 7.481 -0.26 -0.54 0.07 0.27
H 6.910 -5.017 9.187 -0.33 -0.38 -0.39 0.25
Cl 5.042 -3.430 -0.351 0.02 0.07 -0.98 -0.17
C 4.663 -3.514 1.351 0.64 -0.10 1.08 -0.39
C 5.812 -4.228 2.090 0.15 1.31 -0.15 -0.40
Cl 5.799 -5.913 1.702 -0.09 -1.41 0.06 -0.18
H 3.730 -4.065 1.470 0.09 0.14 0.08 0.30
H 4.564 -2.487 1.703 -0.09 -0.13 0.11 0.28
H 5.816 -4.053 3.166 -0.51 -0.26 0.02 0.28
H 6.792 -3.884 1.761 -0.22 0.37 -0.20 0.29
Cl 4.223 -6.487 16.074 -0.05 0.23 -0.36 -0.20
C 3.171 -5.876 14.756 0.96 1.01 -1.16 -0.41
C 3.997 -5.252 13.544 -0.33 -1.17 0.71 -0.47
Cl 2.826 -4.894 12.222 0.28 0.17 0.38 -0.18
H 2.587 -5.040 15.142 -0.18 -0.39 0.18 0.30
H 2.547 -6.708 14.430 0.09 0.27 -0.05 0.32
H 4.727 -5.936 13.112 -0.25 -0.25 0.19 0.31
H 4.571 -4.368 13.820 -0.51 0.15 0.11 0.33
```
Positions in Å, forces in eV/Å.

=====

What is the energy relative to the best compared isomer or geometry (same formula, charge and spin) in the first record?
31.5 kJ/mol